{"formula": "C42H102F4N15O17P5", "method": "the ωB97M-V functional and the def2-TZVPD basis", "homo_ev": [-8.86, -8.86], "spin_multiplicity": 2, "lumo_ev": [-2.3, -6.5], "total_charge": 1, "orbital_gap_ev": [6.61, 2.34], "species": ["C", "C", "O", "C", "O", "O", "F", "H", "H", "H", "C", "C", "O", "C", "O", "O", "F", "H", "H", "H", "C", "C", "O", "C", "O", "O", "F", "H", "H", "H", "C", "C", "O", "C", "O", "O", "F", "H", "H", "H", "O", "P", "N", "C", "C", "N", "C", "C", "N", "C", "C", "H", "H", "H", "H", "H", "H", "H", "H", "H", "H", "H", "H", "H", "H", "H", "H", "H", "H", "O", "P", "N", "C", "C", "N", "C", "C", "N", "C", "C", "H", "H", "H", "H", "H", "H", "H", "H", "H", "H", "H", "H", "H", "H", "H", "H", "H", "H", "O", "P", "N", "C", "C", "N", "C", "C", "N", "C", "C", "H", "H", "H", "H", "H", "H", "H", "H", "H", "H", "H", "H", "H", "H", "H", "H", "H", "H", "O", "P", "N", "C", "C", "N", "C", "C", "N", "C", "C", "H", "H", "H", "H", "H", "H", "H", "H", "H", "H", "H", "H", "H", "H", "H", "H", "H", "H", "O", "P", "N", "C", "C", "N", "C", "C", "N", "C", "C", "H", "H", "H", "H", "H", "H", "H", "H", "H", "H", "H", "H", "H", "H", "H", "H", "H", "H"], "xyz": [[2.420, 7.081, 0.341], [3.456, 6.178, 1.234], [4.358, 7.162, 1.714], [4.318, 8.260, 0.848], [5.094, 9.220, 0.890], [3.296, 8.056, -0.086], [4.022, 5.210, 0.378], [1.604, 7.489, 0.938], [2.143, 6.454, -0.507], [3.019, 5.654, 2.084], [-0.627, 4.713, 3.829], [-1.161, 4.866, 5.214], [-1.973, 5.982, 5.147], [-2.207, 6.367, 3.813], [-3.024, 7.242, 3.513], [-1.124, 5.842, 3.059], [-0.123, 5.189, 5.984], [-0.965, 3.880, 3.213], [0.454, 4.702, 3.687], [-1.634, 3.997, 5.670], [6.873, 2.114, 2.241], [7.667, 0.823, 1.830], [6.657, -0.206, 1.747], [5.433, 0.272, 2.117], [4.309, -0.255, 2.041], [5.538, 1.572, 2.393], [8.745, 0.550, 2.715], [6.807, 2.779, 1.380], [7.518, 2.555, 3.001], [8.024, 1.008, 0.816], [0.999, 1.054, 1.486], [1.430, 2.500, 1.289], [0.836, 2.794, -0.002], [0.396, 1.642, -0.586], [-0.141, 1.649, -1.704], [0.498, 0.671, 0.200], [2.725, 2.763, 1.069], [0.135, 1.084, 2.150], [1.862, 0.452, 1.770], [1.084, 3.107, 2.126], [0.447, 1.474, -6.703], [-0.936, 1.905, -7.118], [-2.122, 1.961, -5.956], [-1.754, 1.907, -4.565], [-3.568, 1.978, -6.078], [-1.536, 1.209, -8.493], [-2.295, -0.021, -8.375], [-0.785, 1.371, -9.704], [-0.871, 3.644, -7.508], [-1.951, 4.373, -8.046], [0.170, 4.554, -6.933], [-0.838, 2.437, -4.305], [-1.679, 0.868, -4.246], [-2.501, 2.359, -3.912], [-3.829, 0.964, -6.381], [-3.881, 2.713, -6.820], [-4.140, 2.394, -5.249], [-3.322, 0.334, -8.455], [-1.922, -0.782, -9.060], [-2.161, -0.418, -7.368], [-0.163, 0.479, -9.779], [-1.483, 1.641, -10.497], [-0.089, 2.206, -9.780], [-2.793, 4.313, -7.356], [-1.567, 5.363, -8.292], [-2.395, 3.856, -8.897], [-0.311, 5.162, -6.167], [0.619, 5.209, -7.679], [1.009, 4.043, -6.462], [-3.434, -1.689, -0.477], [-4.168, -1.061, 0.678], [-4.400, -1.818, 2.179], [-5.403, -1.384, 3.159], [-3.887, -3.112, 2.498], [-5.822, -0.745, 0.502], [-6.187, 0.586, -0.092], [-6.758, -1.897, 0.157], [-3.566, 0.487, 1.093], [-3.946, 1.388, 2.246], [-2.807, 1.113, -0.009], [-5.118, -1.462, 4.208], [-6.365, -1.826, 2.902], [-5.659, -0.331, 3.044], [-4.246, -3.932, 1.877], [-3.878, -3.294, 3.572], [-2.815, -3.223, 2.335], [-7.244, 0.797, -0.249], [-5.936, 1.442, 0.535], [-5.601, 0.773, -0.992], [-6.170, -2.814, 0.124], [-7.679, -1.791, 0.731], [-7.157, -1.839, -0.855], [-3.853, 0.796, 3.156], [-3.195, 2.178, 2.222], [-4.913, 1.890, 2.239], [-3.504, 1.700, -0.607], [-2.188, 0.291, -0.369], [-2.116, 1.762, 0.528], [4.328, -4.548, 1.999], [2.896, -4.623, 1.664], [2.161, -3.064, 1.581], [2.485, -2.181, 0.532], [1.262, -2.497, 2.629], [2.013, -5.623, 2.734], [2.799, -6.564, 3.551], [0.531, -5.871, 2.492], [2.443, -5.434, 0.125], [1.309, -5.006, -0.731], [3.399, -6.422, -0.440], [2.071, -2.348, -0.463], [3.559, -2.166, 0.347], [2.207, -1.165, 0.809], [1.155, -1.424, 2.468], [1.720, -2.552, 3.617], [0.297, -3.005, 2.655], [3.842, -6.362, 3.795], [2.375, -6.453, 4.549], [2.642, -7.540, 3.092], [-0.022, -6.383, 3.280], [-0.053, -4.955, 2.405], [0.465, -6.525, 1.623], [1.594, -4.140, -1.328], [1.219, -5.683, -1.581], [0.286, -4.845, -0.390], [4.208, -5.841, -0.883], [2.962, -6.862, -1.336], [3.663, -7.117, 0.357], [-0.287, 1.905, 6.335], [0.905, 1.043, 6.627], [2.440, 1.541, 5.913], [3.638, 0.756, 5.912], [2.695, 2.899, 5.497], [0.694, -0.565, 5.991], [-0.499, -0.826, 5.063], [1.447, -1.653, 6.590], [1.332, 0.873, 8.299], [2.102, 1.838, 9.063], [0.420, 0.136, 9.179], [3.468, -0.165, 5.354], [4.070, 0.507, 6.881], [4.417, 1.209, 5.299], [1.964, 3.359, 4.833], [3.690, 3.052, 5.078], [2.599, 3.595, 6.330], [-0.683, -0.281, 4.137], [-0.453, -1.882, 4.795], [-1.458, -0.569, 5.513], [1.801, -1.335, 7.571], [0.893, -2.589, 6.654], [2.360, -1.924, 6.059], [3.132, 1.586, 8.811], [1.729, 2.849, 8.897], [2.318, 1.569, 10.097], [-0.056, -0.644, 8.585], [-0.196, 0.792, 9.794], [0.978, -0.402, 9.946], [-0.046, -4.524, -3.538], [-0.525, -3.445, -4.441], [-2.307, -3.323, -4.476], [-2.985, -1.993, -4.711], [-3.098, -4.472, -4.728], [0.056, -3.477, -6.067], [-0.602, -2.949, -7.287], [1.422, -3.992, -6.376], [0.081, -1.927, -3.854], [-0.375, -1.592, -2.598], [1.452, -1.645, -4.242], [-3.012, -1.507, -3.736], [-3.945, -2.242, -5.163], [-2.518, -1.270, -5.380], [-3.116, -4.691, -5.796], [-4.126, -4.287, -4.417], [-2.474, -5.251, -4.289], [-1.492, -2.345, -7.110], [0.082, -2.453, -7.976], [-0.902, -3.749, -7.963], [1.247, -4.763, -7.127], [2.137, -3.193, -6.572], [1.827, -4.496, -5.498], [-1.393, -1.951, -2.447], [0.284, -1.838, -1.766], [-0.440, -0.515, -2.753], [2.200, -2.402, -4.004], [1.729, -0.677, -3.825], [1.480, -1.455, -5.315]]}

---

{"formula": "BeH13O7", "method": "the ωB97M-V functional and the def2-TZVPD basis", "homo_ev": -13.81, "spin_multiplicity": 1, "lumo_ev": -4.3, "total_charge": 1, "orbital_gap_ev": 9.46, "species": ["Be", "O", "H", "O", "H", "H", "O", "H", "H", "O", "H", "H", "O", "H", "H", "O", "H", "H", "O", "H", "H"], "xyz": [[0.867, -0.137, -0.571], [-0.639, -0.288, -0.759], [-1.344, -0.895, -0.873], [-1.703, 2.100, -1.617], [-1.409, 1.238, -1.413], [-2.666, 2.129, -1.275], [-2.518, 0.158, 1.202], [-2.079, -0.303, 0.512], [-1.769, 0.684, 1.569], [1.890, -0.830, -1.672], [2.261, -1.766, -1.635], [2.665, -0.265, -1.909], [1.355, 1.484, -0.601], [1.180, 2.132, -1.278], [1.264, 1.906, 0.255], [-0.942, -1.994, 1.866], [-0.678, -1.921, 2.778], [-1.156, -1.058, 1.850], [1.547, -0.674, 0.942], [1.778, -1.579, 1.168], [2.097, -0.129, 1.459]]}

---

{"formula": "C37H34FZr", "method": "the ωB97M-V functional and the def2-TZVPD basis", "homo_ev": -2.03, "spin_multiplicity": 1, "lumo_ev": 0.8, "total_charge": -1, "orbital_gap_ev": 2.80, "species": ["C", "C", "C", "C", "C", "Zr", "C", "C", "C", "C", "C", "C", "C", "C", "C", "C", "C", "C", "C", "C", "C", "C", "C", "C", "C", "H", "H", "H", "H", "H", "H", "H", "H", "H", "H", "H", "H", "H", "H", "H", "H", "H", "H", "H", "H", "H", "H", "H", "H", "F", "C", "C", "C", "C", "C", "C", "C", "C", "C", "C", "C", "C", "C", "H", "H", "H", "H", "H", "H", "H", "H", "H", "H"], "xyz": [[3.450, -2.772, 0.091], [2.203, -3.414, 0.049], [1.196, -3.072, 0.940], [1.439, -2.079, 1.942], [0.555, -1.939, 3.031], [0.091, 1.996, 0.435], [-2.194, 1.504, 0.388], [-2.624, 0.091, 0.214], [-2.992, -0.691, 1.332], [-3.290, -2.044, 1.189], [-3.192, -2.652, -0.066], [-2.874, -1.889, -1.190], [-2.655, -0.519, -1.056], [2.165, 1.599, -0.794], [1.308, 0.489, -1.072], [0.187, 0.977, -1.808], [0.276, 2.416, -1.895], [1.523, 2.796, -1.290], [1.528, 2.464, 2.486], [0.159, 2.387, 2.904], [-0.567, 3.442, 2.248], [0.345, 4.142, 1.379], [1.647, 3.553, 1.564], [2.679, -1.339, 1.879], [3.665, -1.712, 0.982], [4.259, -3.112, -0.552], [2.024, -4.209, -0.676], [0.218, -3.566, 0.934], [-0.262, -2.624, 3.196], [0.607, -0.972, 3.530], [-2.620, 1.930, 1.309], [-2.475, 2.121, -0.484], [-3.046, -0.208, 2.310], [-3.603, -2.625, 2.059], [-3.382, -3.716, -0.160], [-2.799, -2.351, -2.172], [-2.501, 0.101, -1.938], [3.167, 1.532, -0.371], [1.559, -0.556, -0.917], [-0.567, 0.357, -2.287], [-0.400, 3.069, -2.445], [1.948, 3.800, -1.304], [2.355, 1.885, 2.901], [-0.229, 1.752, 3.699], [-1.606, 3.703, 2.436], [0.118, 5.042, 0.808], [2.587, 3.929, 1.158], [2.844, -0.521, 2.581], [4.616, -1.179, 0.968], [-5.453, -2.130, 4.537], [-4.467, -1.213, 4.830], [-4.842, 0.114, 5.048], [-3.822, 1.070, 5.204], [-2.489, 0.685, 5.233], [-2.119, -0.686, 5.139], [-0.755, -1.061, 5.286], [-0.283, -2.279, 5.852], [1.050, -2.728, 5.624], [1.597, -3.748, 6.374], [0.835, -4.375, 7.369], [-0.506, -4.015, 7.554], [-1.078, -3.014, 6.782], [-3.152, -1.646, 4.896], [-5.896, 0.385, 5.081], [-4.094, 2.118, 5.322], [-1.703, 1.425, 5.396], [-0.028, -0.246, 5.188], [1.638, -2.279, 4.820], [2.625, -4.054, 6.176], [1.278, -5.151, 7.980], [-1.104, -4.514, 8.316], [-2.126, -2.733, 6.915], [-2.915, -2.702, 4.782]]}